[1]
ORCA calculation (ωB97M-V/def2-TZVPD) on a structure of composition C8H8GaN4O2S in a non-equilibrium geometry.

Lowest unoccupied orbital energy (eV): -4.00
Energy relative to the best compared isomer or geometry (same formula, charge and spin) (kcal per mole): 74.5
HOMO-LUMO gap (eV): 8.18
E_HOMO (eV): -12.1815

ORCA input file:
```
! RIJCOSX wB97M-V def2-TZVPD def2/J DEFGRID3
* xyz 1 1
Ga -0.2863 -1.7892 -1.6136
N -4.0191 -1.7496 1.4806
C -2.9426 -1.2866 0.8590
S -3.2789 -0.6878 -0.8544
N -1.7974 -1.2048 1.3991
N -0.7102 -0.8946 0.6709
C 0.2550 -0.2728 1.2328
C 1.4201 0.0754 0.4451
C 2.2773 1.0986 0.8513
C 3.3391 1.4435 0.0307
C 3.5240 0.7442 -1.1515
C 2.6178 -0.2548 -1.4807
N 1.5861 -0.5688 -0.7161
H -4.9187 -1.7444 1.0304
H -3.9363 -2.1268 2.4116
H 0.2088 0.0553 2.2715
H 2.1060 1.6198 1.7790
H 4.0041 2.2474 0.3045
H 4.3457 0.9711 -1.8105
H 2.7156 -0.8206 -2.3996
O -2.7000 0.9012 -0.6648
C -1.5789 1.2827 -1.2140
O -0.7752 0.5878 -1.7790
H -1.4550 2.3738 -1.0827
*
```

[2]
ORCA calculation (ωB97M-V/def2-TZVPD) on the ion C8H8N with charge +1 in a non-equilibrium geometry.

SMILES string: C#CC#[N+]C=C=CCC
Lowest unoccupied orbital energy (eV): -6.10
Energy relative to the best compared isomer or geometry (same formula, charge and spin) (kcal per mole): 105.0
HOMO-LUMO gap (eV): 8.57
E_HOMO (eV): -14.6645

ORCA input file:
```
! RIJCOSX wB97M-V def2-TZVPD def2/J DEFGRID3
* xyz 1 1
C 2.4945 -1.1416 0.5000
C 2.8263 0.0797 0.5062
C 1.3672 1.3409 -0.6168
C 0.5607 0.3212 -0.9636
C -0.5718 -0.2682 -1.2466
C 1.4674 -1.6381 -0.0280
C -1.4599 -0.0042 1.2153
C -1.7574 0.0507 -0.2857
N 2.5278 1.1955 0.2417
H 1.3284 2.3995 -1.0581
H -0.5509 -0.8411 -2.1733
H 0.7230 -2.4510 -0.0361
H -2.2814 0.5222 1.8677
H -0.5926 0.6545 1.4956
H -1.4342 -0.9661 1.5783
H -1.9517 1.1856 -0.4901
H -2.6955 -0.4394 -0.5066
*
```

[3]
ORCA calculation (ωB97M-V/def2-TZVPD) on the molecule C8H8N2O in a non-equilibrium geometry.

Lowest unoccupied orbital energy (spin up / spin down) (eV): -0.03 / -0.02
Energy relative to the best compared isomer or geometry (same formula, charge and spin) (kcal per mole): 130.5
HOMO-LUMO gap (spin up / spin down) (eV): 8.45 / 7.38
E_HOMO (spin up / spin down) (eV): -8.4806 / -7.4014

ORCA input file:
```
! RIJCOSX wB97M-V def2-TZVPD def2/J DEFGRID3
* xyz 0 1
C 0.2862 -1.0554 -3.1122
C 0.0223 -0.2456 -2.2575
C -2.2731 0.0232 1.5699
C -1.0693 -0.4464 2.0175
C -0.8783 0.3142 -0.0185
C 1.9871 0.1968 -0.0289
C 1.2461 -0.5729 0.9994
C -0.2695 0.7090 -1.2830
N -2.1394 0.5034 0.3113
N -0.1807 -0.2497 1.0039
O -0.3049 2.0091 -1.6559
H 0.4981 -1.7690 -3.8502
H -3.2191 0.0592 2.0737
H -0.7796 -0.8741 2.9560
H 2.3074 1.1958 0.1994
H 2.5151 -0.3380 -0.7912
H 1.3475 -1.6455 0.8068
H 1.6128 -0.3497 2.0118
H -0.7087 2.5356 -0.9524
*
```

[4]
ORCA calculation (ωB97M-V/def2-TZVPD) on the molecule C8H8N2O in a non-equilibrium geometry.

SMILES string: COC1(c2ccccc2)N=N1
Lowest unoccupied orbital energy (eV): 0.15
Energy relative to the best compared isomer or geometry (same formula, charge and spin) (kcal per mole): 122.4
HOMO-LUMO gap (eV): 9.40
E_HOMO (eV): -9.2468

ORCA input file:
```
! RIJCOSX wB97M-V def2-TZVPD def2/J DEFGRID3
* xyz 0 1
C 0.0844 -1.3538 2.6902
C -0.6354 -1.6330 1.4781
C 0.9208 -0.2506 2.7029
C -0.4532 -0.8027 0.4104
C 1.0915 0.6396 1.6445
C 0.3086 0.3331 0.5336
C 0.2134 1.3969 -0.9077
C -1.5799 2.3993 -2.1348
N 1.5441 1.4787 -1.4557
N 1.0177 2.5256 -0.9423
O -0.8291 1.2407 -1.7200
H 0.0802 -1.8766 3.7109
H -1.0381 -2.5587 1.3603
H 1.5215 -0.1927 3.5825
H -1.0815 -0.8525 -0.4476
H 1.7181 1.5013 1.5376
H -2.5032 2.0683 -2.3696
H -1.1207 2.8673 -3.0243
H -1.7860 3.2279 -1.3363
*
```

[5]
ORCA calculation (ωB97M-V/def2-TZVPD) on a structure of composition C8H8N2O4Pd in a non-equilibrium geometry.

Lowest unoccupied orbital energy (spin up / spin down) (eV): -7.97 / -11.27
Energy relative to the best compared isomer or geometry (same formula, charge and spin) (kcal per mole): 0.0
HOMO-LUMO gap (spin up / spin down) (eV): 8.95 / 5.65
Expectation value of S²: 2.01
E_HOMO (spin up / spin down) (eV): -16.9204 / -16.9186

ORCA input file:
```
! RIJCOSX wB97M-V def2-TZVPD def2/J DEFGRID3
* xyz 2 3
Pd 0.0444 1.0473 -1.6986
C 0.1334 2.5402 -0.4435
O 0.2828 3.3841 0.3160
C 0.0521 2.2652 -3.3163
O 0.0349 2.8365 -4.3071
C -1.8819 0.5005 -1.7835
O -2.9993 0.2455 -1.7565
C 1.9698 0.4048 -1.8851
O 3.0836 0.1657 -2.0134
H 0.0249 -1.2021 -2.8967
H 0.0085 -0.5819 -3.3292
C -0.5443 -0.9591 3.5474
N -0.1650 -0.8900 2.1369
C 0.4498 -1.8959 1.4032
C 0.6525 -1.3969 0.1533
N 0.1214 -0.1351 0.1174
C -0.3054 0.1923 1.3255
H -1.2783 -1.7691 3.6839
H 0.3484 -1.0727 4.1878
H -1.0533 -0.0407 3.8613
H 0.7049 -2.8820 1.7414
H 1.0665 -1.8890 -0.7176
H -0.7505 1.1325 1.6734
*
```

[6]
ORCA calculation (ωB97M-V/def2-TZVPD) on a structure of composition C8H8N2PdS6Sb in a non-equilibrium geometry.

Lowest unoccupied orbital energy (spin up / spin down) (eV): 1.22 / 1.23
Energy relative to the best compared isomer or geometry (same formula, charge and spin) (kcal per mole): 16.1
HOMO-LUMO gap (spin up / spin down) (eV): 5.14 / 5.15
E_HOMO (spin up / spin down) (eV): -3.9213 / -3.9210

ORCA input file:
```
! RIJCOSX wB97M-V def2-TZVPD def2/J DEFGRID3
* xyz -1 1
Pd -0.3001 1.2944 0.0951
S -2.2514 1.2301 -3.2905
Sb -2.5379 2.1048 -1.1836
S -0.6237 3.5109 -0.5056
S -2.5106 0.3630 0.5017
S -4.4500 3.3524 -0.9979
C -0.4824 0.6730 3.6765
C 0.0495 -0.4296 2.8463
N 0.3973 -0.2863 1.6158
C 0.7779 -1.4541 1.0117
C 0.7395 -2.5349 1.8420
S 0.1886 -2.0823 3.4090
C 1.0789 -1.4059 -0.4059
C 1.3576 -2.4398 -1.2514
S 1.5234 -1.8691 -2.8684
C 1.2113 -0.2426 -2.2995
N 1.0185 -0.1838 -1.0231
C 1.1066 0.9174 -3.1866
H -0.5873 1.5554 3.0261
H 0.1813 0.8982 4.5117
H -1.4616 0.4044 4.0725
H 0.9883 -3.5520 1.6209
H 1.4568 -3.4812 -1.0189
H 1.6502 0.7724 -4.1142
H 1.4440 1.8152 -2.6606
H 0.0356 1.0698 -3.4228
*
```

[7]
ORCA calculation (ωB97M-V/def2-TZVPD) on a cluster of 2 separate species, C8H8N4O4 in total in a non-equilibrium geometry.

SMILES string: O=c1cc[nH]c(=O)[nH]1.O=c1cc[nH]c(=O)[nH]1
Lowest unoccupied orbital energy (eV): 0.19
Energy relative to the best compared isomer or geometry (same formula, charge and spin) (kcal per mole): 41.3
HOMO-LUMO gap (eV): 9.90
E_HOMO (eV): -9.7102

ORCA input file:
```
! RIJCOSX wB97M-V def2-TZVPD def2/J DEFGRID3
* xyz 0 1
C -1.8630 0.8991 -0.0129
C -3.3053 1.3694 0.0645
C -4.2989 0.4773 0.0537
C -2.7770 -1.4761 0.0828
C 4.3522 -0.5477 0.1448
C 4.1472 0.8817 0.3645
C 2.9076 1.4024 0.0929
C 1.7966 -0.7515 -0.2578
H -0.8127 -0.8614 -0.5699
H -3.4909 2.4857 -0.1598
H -5.3663 0.8047 -0.0003
H -4.6702 -1.6302 0.2029
H 3.1912 -2.2015 -0.1706
H 5.0405 1.5865 0.6330
H 2.4462 2.3619 0.3614
H 0.8885 0.9630 -0.1798
N -1.7428 -0.4890 -0.1971
N -4.0415 -0.8930 0.0418
N 3.0959 -1.1725 -0.3401
N 1.7779 0.5882 -0.2045
O -0.8875 1.6451 -0.1488
O -2.5677 -2.6796 0.3321
O 5.3550 -1.2299 0.1079
O 0.8250 -1.5325 -0.2409
*
```

[8]
ORCA calculation (ωB97M-V/def2-TZVPD) on the molecule C8H8N4S in a non-equilibrium geometry.

SMILES string: S=C(Cn1ccnc1)n1ccnc1
Lowest unoccupied orbital energy (eV): -0.70
Energy relative to the best compared isomer or geometry (same formula, charge and spin) (kcal per mole): 52.6
HOMO-LUMO gap (eV): 8.30
E_HOMO (eV): -9.0013

ORCA input file:
```
! RIJCOSX wB97M-V def2-TZVPD def2/J DEFGRID3
* xyz 0 1
C 0.9094 1.7986 -1.4463
C 1.4554 -2.3320 -0.4694
C 0.9142 1.2621 -0.2597
C 0.9747 -1.8784 0.6738
C -0.8861 2.4666 -0.5156
C -0.3072 -1.2610 -1.0073
C -0.9336 1.0368 1.4449
C -1.0351 -0.6592 1.3704
N -0.1959 2.5122 -1.6586
N 0.6505 -1.9556 -1.5010
N -0.2704 1.6610 0.3685
N -0.1985 -1.2308 0.4323
S -1.7544 1.7985 2.5556
H 1.6458 1.5910 -2.2716
H 2.4102 -3.0014 -0.6496
H 1.6645 0.6119 0.1694
H 1.3236 -2.2022 1.6542
H -1.9833 2.7118 -0.6221
H -1.2504 -1.0753 -1.5637
H -2.1204 -0.7096 0.9703
H -1.0130 -1.1451 2.3254
*
```

[9]
ORCA calculation (ωB97M-V/def2-TZVPD) on the ion C8H8N5 with charge +1 in a non-equilibrium geometry.

Lowest unoccupied orbital energy (spin up / spin down) (eV): -5.27 / -4.47
Energy relative to the best compared isomer or geometry (same formula, charge and spin) (kcal per mole): 61.1
HOMO-LUMO gap (spin up / spin down) (eV): 7.32 / 7.39
E_HOMO (spin up / spin down) (eV): -12.5936 / -11.8623

ORCA input file:
```
! RIJCOSX wB97M-V def2-TZVPD def2/J DEFGRID3
* xyz 1 1
C 1.6995 1.3941 0.5350
C 1.3819 0.1862 1.0485
C 1.2177 1.7165 -0.7829
C -1.5966 0.8283 1.1516
C -2.1372 1.5182 -0.2354
C -0.0074 -2.4957 -0.6408
C 0.2346 -0.5469 0.5349
C 0.2658 -0.3275 -0.9809
N -0.7720 -0.0860 1.3727
N 0.7650 0.6930 -1.5676
N -1.9833 0.8201 -1.2027
N 0.1983 -2.0284 0.5749
N 0.0304 -1.5659 -1.5232
H 2.4686 1.9627 1.1024
H 2.0019 -0.3561 1.8429
H 1.4458 2.6081 -1.2902
H -2.3787 1.0936 1.9577
H -2.7732 2.3806 0.0728
H -0.1515 -3.4761 -0.8883
H 0.0132 -2.4266 1.4850
H 0.0772 -1.8922 -2.5663
*
```

[10]
ORCA calculation (ωB97M-V/def2-TZVPD) on a structure of composition C8H8N5O4W.

Lowest unoccupied orbital energy (spin up / spin down) (eV): -5.16 / -5.19
Energy relative to the best compared isomer or geometry (same formula, charge and spin) (kcal per mole): 0.0
HOMO-LUMO gap (spin up / spin down) (eV): 7.66 / 7.51
E_HOMO (spin up / spin down) (eV): -12.8162 / -12.6915

ORCA input file:
```
! RIJCOSX wB97M-V def2-TZVPD def2/J DEFGRID3
* xyz 1 1
W -0.0731 0.0343 -0.2083
N 0.6425 2.0359 -0.7551
C 0.9368 2.8005 0.4884
C 1.5017 1.8443 1.5227
O 2.2314 2.1787 2.4102
N 1.0733 0.5243 1.3140
C 1.7457 -0.5113 2.0834
C 1.6465 -1.7891 1.2719
O 2.1763 -2.8199 1.4733
O 0.7736 -1.5919 0.1924
H 1.4691 1.9940 -1.3465
H -0.0703 2.5180 -1.3014
H 0.0039 3.2213 0.8627
H 1.6447 3.6066 0.3119
H 1.2651 -0.6800 3.0493
H 2.7888 -0.2608 2.2745
N -1.6078 -2.2176 -2.7175
C -1.4939 -1.1365 -1.9840
O -0.6488 -0.2038 -2.2392
C -2.2006 -0.9826 -0.7095
C -2.3452 0.3524 -0.2908
N -1.9912 1.4477 -0.0574
C -2.8602 -2.0762 -0.0743
N -3.3454 -2.9926 0.4185
H -0.9899 -2.3550 -3.5040
H -2.2732 -2.9408 -2.4850
*
```

[11]
ORCA calculation (ωB97M-V/def2-TZVPD) on a structure of composition C8H8O in a non-equilibrium geometry.

Lowest unoccupied orbital energy (spin up / spin down) (eV): 0.44 / -0.31
Energy relative to the best compared isomer or geometry (same formula, charge and spin) (kcal per mole): 215.2
HOMO-LUMO gap (spin up / spin down) (eV): 9.04 / 7.92
E_HOMO (spin up / spin down) (eV): -8.6009 / -8.2284

ORCA input file:
```
! RIJCOSX wB97M-V def2-TZVPD def2/J DEFGRID3
* xyz 0 1
C 1.8730 -1.4710 -0.7719
C 0.6552 -1.9571 -1.0804
C 2.2204 1.5859 0.4953
C -3.3976 -0.4196 0.7476
C 1.6808 0.5528 1.0629
C -2.4380 0.1636 0.1388
C 1.2765 -0.6850 0.4335
C 0.0049 -1.2447 0.0433
O 0.5233 -1.7135 1.1758
H 2.7891 -1.5559 -1.1405
H 0.4265 -2.6566 -1.8905
H 2.5047 2.4319 1.0608
H 2.1056 1.7795 -0.5251
H -4.3363 0.1736 0.7246
H -3.4082 -1.3112 1.3956
H 1.4475 0.6356 2.1393
H -2.1414 0.8018 -0.5733
*
```

[12]
ORCA calculation (ωB97M-V/def2-TZVPD) on a structure of composition C8H8O3 in a non-equilibrium geometry.

Lowest unoccupied orbital energy (eV): -0.06
Energy relative to the best compared isomer or geometry (same formula, charge and spin) (kcal per mole): 175.9
HOMO-LUMO gap (eV): 8.80
E_HOMO (eV): -8.8630

ORCA input file:
```
! RIJCOSX wB97M-V def2-TZVPD def2/J DEFGRID3
* xyz 0 1
C -0.1018 -1.7514 -1.8922
C 0.4110 0.0192 -0.4722
C -0.6992 1.1051 -0.6967
C -0.8919 1.9334 0.3307
C -0.4513 1.5637 1.6836
C 0.4173 0.5776 1.7650
C 0.7484 -0.3842 0.7544
C 1.5016 -1.5779 1.2693
H 0.3477 -3.0062 -2.1057
H -1.2822 -1.5214 -0.7652
H -0.5958 -1.1394 -2.9538
H -1.5473 2.0802 -2.0043
H -1.5838 2.7370 0.2319
H -0.7717 2.1557 2.5533
H 0.9103 0.7109 2.6376
H 1.7561 -2.5335 0.7508
O 0.8287 -0.7139 -1.4975
O -0.8217 1.4749 -2.0093
O 1.8256 -1.7298 2.4203
*
```

Number 6 is which compound?
C8H8N2PdS6Sb